Record 1
Computed, not measured: 3 unconnected molecules or ions with the total composition C23H36N3, with ωB97M-V/def2-TZVPD.

Structure (XYZ):
```
62
Properties=species:S:1:pos:R:3:forces:R:3:mulliken_charge:R:1
C 3.9636 2.2031 -4.8261 0.03 0.02 -0.08 -0.3907
H 2.0103 -4.0171 -0.8555 -0.10 0.04 -0.20 0.3917
H -0.5536 0.9208 1.3734 -0.04 0.04 0.02 0.4852
H 2.3336 2.6826 -1.9212 0.02 0.03 -0.02 0.5293
H -5.4680 -5.7555 2.3873 0.01 0.00 0.00 0.3509
H 0.8498 3.4539 0.0184 0.05 0.15 0.03 0.3967
C -2.4452 -0.6184 1.0911 0.46 0.55 0.03 -1.4679
C -6.3867 -2.0915 2.0741 0.07 0.05 -0.01 -0.1139
H 0.6983 -1.0435 1.1480 0.03 0.01 0.04 -0.6571
C 3.4055 2.2063 1.7432 0.00 -0.33 -0.13 -0.9543
C 1.4184 -3.2490 -0.3636 0.06 0.25 0.34 -1.2607
N 3.9138 3.4201 -5.3608 -0.03 -0.01 0.07 -0.5367
H 2.3424 -1.3473 -0.7909 0.27 -0.02 -0.01 -0.0848
H 0.5924 -2.9400 -1.0039 0.05 -0.11 -0.10 0.2251
C 2.7750 2.8917 -2.8837 0.09 0.00 -0.15 0.4576
H 4.4871 2.2490 1.6553 -0.01 0.13 -0.02 0.4098
C 3.4101 1.8857 -3.5939 -0.02 0.01 0.04 -0.4696
C 2.6937 3.4589 1.2410 -0.60 0.66 0.85 -0.6046
H 2.2633 0.0941 2.7952 -0.09 0.13 -0.07 0.4756
H 3.4778 0.8765 -3.2084 0.01 -0.01 -0.02 0.3695
C -4.8111 -3.7307 2.1131 0.06 0.07 -0.01 -0.0370
C 1.6370 1.6243 0.2784 -1.26 0.06 -0.60 -0.3955
H -1.6572 -1.3153 1.3939 -0.14 -0.18 -0.08 0.1039
H 0.4594 1.5003 -1.4531 -0.21 -0.08 -0.06 0.7593
H 4.4717 1.4485 -5.4155 -0.01 -0.02 0.02 0.3604
C -1.7276 -0.6255 -1.3396 -0.39 -0.14 0.04 -1.3735
H -6.5983 -1.0319 1.9786 -0.04 -0.01 0.00 0.3517
H -0.8046 -1.2041 -1.2938 0.01 0.04 -0.02 0.0495
H -2.5379 -1.3526 -1.4219 0.02 0.01 -0.03 0.4718
H 0.7617 -0.0483 -0.6703 -0.12 0.08 -0.06 -0.6587
H -7.8697 -5.0846 2.5265 0.00 0.00 0.00 0.3742
H -2.6134 0.0443 1.9444 -0.14 -0.11 0.05 0.3882
C 2.2885 -2.0475 0.0482 -0.47 -0.30 0.03 -0.0180
H -8.4408 -2.6622 2.3190 0.00 0.01 0.00 0.3511
H -1.7602 -0.0350 -2.2562 0.26 0.01 -0.01 0.3629
C 2.6235 -0.2263 1.8153 -0.31 -0.49 -0.09 -1.5027
H 3.5656 0.8112 0.1413 -0.36 -0.35 -0.32 0.6840
H 3.6087 -0.6635 1.9911 0.09 0.17 0.03 0.3764
H 3.2961 -2.4054 0.2674 0.09 0.17 -0.05 0.5272
C 2.7151 4.1647 -3.4267 -0.01 -0.03 0.05 -0.7646
C -0.7964 1.1403 0.3288 0.14 -0.21 -0.03 -0.9948
H 3.1576 2.0839 2.7957 0.10 -0.15 0.01 0.3665
H 1.7053 -2.1178 2.0824 -0.10 0.06 0.06 0.6456
H -3.7578 -3.9852 2.0510 -0.02 -0.04 0.00 0.3555
C 3.2989 4.3749 -4.6680 0.04 0.01 -0.08 -0.2873
C 2.8201 1.0005 0.9214 0.76 1.03 0.77 0.2102
H -3.3734 -1.1404 0.8877 0.02 -0.18 0.04 0.4464
H 3.2767 4.2324 0.7440 0.08 -0.40 -0.53 0.3368
H 2.2208 3.9797 2.0782 0.05 0.02 -0.05 0.3549
C 0.5066 0.9898 -0.4883 0.69 0.01 0.24 0.3274
H -1.0944 2.1907 0.3009 -0.06 0.00 0.03 0.4694
C -7.0952 -4.3434 2.3788 -0.02 -0.02 0.00 -0.1164
C -1.9805 0.2262 -0.0972 -0.08 0.17 -0.05 0.7479
C 1.7337 -1.3585 1.2970 0.38 -0.19 -0.06 0.1219
C -5.7637 -4.7191 2.3021 -0.02 0.01 0.01 -0.6626
N -5.1011 -2.4353 1.9978 -0.14 -0.10 0.01 -0.2833
H 3.2742 5.3541 -5.1322 -0.02 0.01 0.03 0.3650
H -2.8040 0.9002 -0.3475 -0.02 -0.04 -0.01 0.3599
H 0.9742 -3.7010 0.5259 0.04 -0.08 -0.02 0.3038
H 2.2290 4.9806 -2.9079 0.00 0.01 -0.02 0.3427
C -7.4155 -3.0005 2.2635 0.01 -0.03 0.01 -0.5963
N 1.5966 2.9066 0.4267 0.83 -0.42 0.18 0.2249
```
Forces are in eV/Å.

Values from the calculation:
ΔE to the lowest compared entry with this formula, charge and spin = 0.0000 eV
HOMO-LUMO gap = 7.844 eV
total energy = -28898.9768 eV
HOMO level = -11.5 eV
total charge = +1

Record 2
Computed, not measured: a molecular structure, C23H36N4NiO3PS3Se, with ωB97M-V/def2-TZVPD.

Structure (XYZ):
```
72
Properties=species:S:1:pos:R:3:forces:R:3:mulliken_charge:R:1
C -0.3387 0.2101 -4.3608 -0.46 -1.36 -0.76 -0.1662
C 1.9308 -7.6358 3.6648 1.27 -1.29 1.21 -0.3648
C 2.8356 5.3868 -2.4599 0.76 1.07 1.60 -0.7217
H 4.8390 5.6850 -3.3031 -0.05 0.42 -0.09 0.4071
C 3.4495 4.8467 -4.7278 0.84 -0.10 0.89 -0.4485
C -3.4458 -1.6193 2.0571 -1.00 1.02 1.07 -0.0371
H -1.0747 -0.6262 -4.5015 0.94 0.10 0.66 0.2722
H -0.3936 4.3141 1.3595 0.07 -0.51 -0.15 0.3929
H 2.9818 5.8885 -1.5021 0.38 -0.09 -0.23 0.1515
N 2.6131 -6.9144 1.0839 -0.33 1.04 2.40 -0.4532
C -1.2823 1.3823 -4.4817 -1.45 1.29 -0.67 -0.6513
C 3.5613 -7.3846 1.9599 0.62 -1.09 -2.92 -0.3798
O -3.0864 -2.4574 4.9348 -0.68 -0.70 -0.16 -0.3528
C 3.1975 -7.9018 3.1916 -0.80 -0.54 1.93 -0.2091
H -0.1152 2.7066 -5.7044 0.06 0.26 0.62 0.3661
S 1.1145 -4.9037 1.1257 -0.72 -0.62 -2.39 -0.2600
C 1.4700 3.3675 0.8494 0.25 -1.97 0.91 -0.3123
H 3.4793 4.0449 1.0677 -1.01 0.48 0.87 0.2196
H 0.9331 5.8956 -0.3688 -0.04 -0.39 0.60 0.5028
H -3.4558 -2.7892 6.9062 -0.18 -0.74 -1.08 0.2734
H 2.5707 4.0517 2.6458 -0.14 0.04 -0.69 0.3519
O -2.2543 -1.2888 2.9430 -1.46 -1.95 -0.58 -0.3530
H -2.7675 -4.2416 6.0920 -1.05 1.15 -0.52 0.2724
H -5.0766 -4.9880 5.6915 0.33 -1.09 0.08 0.3167
H -2.5532 -0.0711 0.9097 0.10 0.27 -0.05 0.2549
C 0.1438 3.9374 0.4684 -1.12 -0.15 -0.33 -0.3708
C 1.7139 4.5832 -2.5730 -3.27 -1.44 -2.22 0.3203
H -5.5735 -3.5883 6.6338 0.11 -0.28 0.49 0.3181
H 4.5443 -7.4451 1.4649 -0.38 -0.39 0.76 0.3762
C -3.5354 -3.3961 5.9481 2.16 -0.04 1.21 -0.2574
H -5.5040 -3.5069 4.9816 0.39 0.19 -0.51 0.2872
S -0.1202 -2.5759 4.6211 0.94 0.95 1.01 -0.5099
H 4.1054 4.8177 -5.5905 0.40 0.24 0.19 0.2989
H 0.2295 -6.4991 3.2120 -0.25 0.31 0.52 0.2520
H 1.9722 3.7825 -5.9376 0.16 0.28 0.81 0.2101
C 2.4713 4.2504 1.5553 1.71 0.95 0.01 -1.0841
H 1.2507 2.4610 1.5076 0.28 1.05 -0.66 0.3507
H -1.5902 3.4072 -5.1516 -0.10 0.20 0.41 0.3279
Se 2.6089 -3.5449 2.0333 1.24 0.09 -0.07 -0.4771
P -1.8787 -2.6187 3.8277 -0.79 0.62 0.28 1.0300
H 0.1876 0.1252 -3.4045 -0.25 0.03 -0.13 0.3162
C -0.7433 2.8193 -4.7995 0.72 -0.25 0.12 -1.3362
C -0.5466 4.0793 -2.6266 -4.15 -2.53 -0.11 -0.4031
H 0.1881 0.5444 -6.4718 0.17 -1.19 0.31 0.2951
H -0.7956 5.6747 -0.4802 0.17 -0.42 -0.15 0.2963
H -4.3791 -1.6880 2.7298 1.37 0.49 -0.82 0.1282
S -1.8945 -4.2440 2.7235 -0.91 -0.92 -0.32 -0.6293
N 0.0366 3.5769 -3.7832 -0.12 -0.14 -0.33 0.8927
C 2.2093 4.1935 -4.9333 -0.09 -0.53 -2.11 -0.4471
H 1.4183 -0.6861 -5.6199 -1.82 0.34 -0.10 0.3225
H -4.3048 0.2683 1.1886 0.89 -0.76 -0.05 0.2599
C 0.6492 0.1498 -5.5342 2.08 1.67 0.04 -1.0674
H -3.7529 -0.9251 -0.0088 -0.13 -0.28 -0.12 0.3382
H 1.3986 0.9659 -5.3787 -0.47 -0.15 0.19 0.1889
H 3.8396 -8.5805 3.7882 -0.22 0.96 -0.29 0.2961
H -3.3815 -2.6253 1.6387 0.63 0.31 -0.02 0.3477
C -3.5343 -0.5259 0.9739 -0.60 0.37 0.84 -1.0621
H -1.8770 1.1664 -5.4190 0.48 0.22 0.59 0.3558
H -2.0965 1.3864 -3.7098 1.13 0.17 -0.24 0.3574
H 1.9513 2.9058 -0.0190 -0.17 0.29 -0.14 0.2597
H 1.6107 -7.8748 4.6822 0.06 -0.10 -0.51 0.3230
O -1.8155 3.7706 -2.3319 4.40 1.56 -0.50 -0.6753
C -4.9552 -3.9425 5.8131 -0.53 1.67 -0.42 -1.0430
H -0.4007 3.0319 0.0168 0.13 1.77 0.51 0.1150
H 2.2907 5.3595 1.4552 0.04 -1.07 -0.08 0.2638
N 0.4062 4.6737 -1.8796 1.28 -0.01 -0.75 0.8198
C 1.5006 -6.5130 1.7094 2.15 1.07 -3.72 0.3636
C 3.8200 5.3746 -3.4904 -0.91 -0.91 -1.22 -0.6355
C 1.3975 3.9625 -3.8525 -1.07 1.07 3.33 -0.1219
N 1.0436 -6.9660 2.8661 -0.80 -0.31 1.24 -0.0522
C 0.1587 5.1270 -0.5098 0.22 -0.24 -1.04 -1.2123
Ni 0.4008 -3.6067 2.5935 -1.42 0.54 1.56 0.0014
```
Forces are in eV/Å.

Values from the calculation:
ΔE to the lowest compared entry with this formula, charge and spin = 0.5109 eV
HOMO-LUMO gap (spin up / spin down) = 2.252 / 6.470 eV
total energy = -184721.0028 eV
spin multiplicity = 4
HOMO level (spin up / spin down) = 1.7 / -2.5 eV
total charge = -2

> Which of these has the highest total energy?

C23H36N3